13
Properties=species:S:1:pos:R:3:forces:R:3 method="wB97M-V/def2-TZVPD" total_energy_ha=-795.882751 charge=0 e_above_lowest_kcal_mol=71.59 lumo_energy_ev=0.34 fmax_ha_per_bohr=0.0403
O -1.1230 0.2757 0.8195 -0.2 -0.2 -1.1
O 0.6014 1.4029 -0.1302 -1.4 0.7 -0.2
O 2.8084 -1.2659 -0.1032 -0.6 -0.3 -0.1
H 2.6109 -2.2160 -0.1585 0.1 0.5 0.0
C -0.6749 0.8609 -0.4404 0.6 0.7 1.2
H 2.5895 1.0260 0.1537 -0.3 0.2 0.2
H -2.4505 -0.8789 1.7240 0.0 0.1 0.1
S -3.2998 -0.5535 -0.4795 0.4 0.1 0.3
H -1.3018 1.7221 -0.6672 0.0 -0.2 -0.1
H -0.6218 0.1409 -1.2514 -0.1 -0.2 0.2
C 1.6133 0.5685 -0.0175 1.3 -1.5 -0.5
C -2.2649 -0.3986 0.7692 -0.2 0.0 -0.3
N 1.5133 -0.6840 -0.2184 0.4 0.3 0.3

---

45
Properties=species:S:1:pos:R:3:forces:R:3 method="wB97M-V/def2-TZVPD" total_energy_ha=-4945.025112 charge=+2 e_above_lowest_kcal_mol=0.00 lumo_energy_ev="-8.45 / -10.08" fmax_ha_per_bohr=0.0036 spin_multiplicity=2
C -0.7790 -3.1658 -1.3002 0.0 0.0 0.0
W -0.1546 0.1544 -0.7640 0.1 0.1 0.1
Ge 2.2585 -0.6377 -1.7416 0.0 0.0 -0.1
H -3.2422 1.4515 3.1875 0.0 0.0 0.0
H 1.5803 -0.9216 1.0326 0.0 0.0 0.0
H -0.0985 -1.8212 -2.6865 0.0 0.0 0.0
H 0.9775 -3.1370 1.6437 0.0 0.0 0.0
N -0.6631 -1.7598 -1.8393 0.0 -0.1 0.0
O -0.9431 2.0223 -1.1293 0.0 0.0 0.1
N 0.6341 -1.2444 0.8114 -0.1 0.0 0.0
C -1.8447 0.9276 1.6623 0.0 0.0 0.0
O -0.0420 0.4240 -2.7720 0.0 0.0 0.0
C -0.0813 2.1112 -4.5852 0.0 0.0 0.0
C -1.0829 3.8385 -2.8096 0.0 0.0 0.0
H 0.0763 -1.0674 1.6446 0.0 0.0 0.0
C 1.4505 2.1191 0.8220 0.0 0.0 0.0
H 0.6117 3.4273 3.1824 0.0 0.0 0.0
C -2.6622 -0.0215 0.8466 0.0 0.0 0.0
C 0.6995 -2.7372 0.6688 0.0 0.0 0.0
O -0.6032 4.5631 -5.2323 0.0 0.0 0.0
H -1.5978 -1.4921 -2.1455 0.0 0.0 0.0
H -0.6309 -4.3752 0.4166 0.0 0.0 0.0
C -0.2834 1.6291 -3.2373 0.0 0.0 0.0
C -1.3523 2.5122 3.3634 0.0 0.0 0.0
H -1.4580 -2.8737 0.7447 0.0 0.0 0.0
C 0.2163 1.9885 1.6575 0.0 0.0 0.0
O 2.3293 2.8914 0.9825 0.0 0.0 0.0
O -1.5221 4.8227 -2.3642 0.0 0.0 0.0
N -0.6322 1.1038 1.1477 0.0 0.0 0.0
C -2.2494 1.6145 2.7899 0.0 0.0 0.0
C -0.7859 2.4952 -2.3276 0.0 0.0 0.0
H 1.5071 -2.9740 -0.0237 0.0 0.0 0.0
O -3.7862 -0.3301 1.0489 0.0 0.0 0.0
H -1.6361 3.0685 4.2470 0.0 0.0 0.0
Cl 3.6737 -1.0739 -0.2022 0.0 0.0 0.0
O 1.4198 1.1975 -0.1899 0.0 0.0 0.0
H -1.7395 -3.5615 -1.6241 0.0 0.0 0.0
Cl 3.0208 0.9782 -2.8996 0.0 0.0 0.0
C -0.5989 3.7469 -4.4259 0.0 0.0 0.0
H 0.0019 -3.7432 -1.7928 0.0 0.0 0.0
C -0.6193 -3.3067 0.1973 0.0 0.0 0.0
O 0.2960 1.6996 -5.6070 0.0 0.0 0.0
Cl 2.2038 -2.3403 -3.0498 0.0 0.0 0.0
C -0.1006 2.7157 2.7868 0.0 0.0 0.0
O -1.9164 -0.5091 -0.1876 0.0 0.0 0.0

---

12
Properties=species:S:1:pos:R:3:forces:R:3 method="wB97M-V/def2-TZVPD" total_energy_ha=-646.048591 charge=0 e_above_lowest_kcal_mol=10.30 lumo_energy_ev="0.77 / -2.41" fmax_ha_per_bohr=0.0137 spin_multiplicity=2
C -0.1425 -0.8598 -1.3835 0.6 0.3 -0.1
C 0.6496 0.3216 -0.8302 -0.1 0.1 -0.2
H 0.6755 1.0526 -1.6458 -0.1 0.3 0.2
C 0.2430 2.0999 0.8495 -0.1 0.0 0.5
O -0.2412 2.5392 1.8687 -0.1 0.0 -0.1
N 0.0329 0.8510 0.3735 -0.3 -0.2 -0.6
H -1.1166 -0.5133 -1.7323 -0.2 -0.2 0.2
H 0.9181 2.7080 0.2326 0.2 -0.1 -0.2
H -0.7112 0.2949 0.7799 0.3 0.2 0.3
H 0.3587 -1.1887 -2.2960 0.1 -0.1 -0.1
H 1.6883 0.0664 -0.6373 0.1 -0.4 0.1
S -0.1995 -2.3259 -0.3713 -0.2 0.0 0.1